Here is a structure of composition C12H37O13Zn from the Open Molecules 2025 dataset. Energies are from ωB97M-V/def2-TZVPD.

The geometry in XYZ format:
```
63
Properties=species:S:1:pos:R:3:forces:R:3:lowdin_charge:R:1
Zn -11.7342 8.6841 -26.9812 0.498 -2.222 0.415 0.860
O -11.8001 6.8396 -27.6137 0.908 1.194 -1.082 -0.311
H -11.1829 6.7044 -28.3589 -0.500 0.600 0.380 -0.002
C -14.5902 7.9987 -30.8934 0.601 -0.021 0.435 -0.139
C -13.6457 6.8027 -30.4923 -1.634 -0.410 0.173 -0.205
O -14.0516 6.0614 -29.3324 -0.098 0.747 -0.887 -0.064
O -14.7048 9.1168 -29.9069 0.880 -1.727 -0.858 -0.090
H -15.6037 7.7303 -31.1914 0.180 -0.375 0.404 0.125
H -14.1119 8.4491 -31.7631 -0.120 -0.058 -0.303 0.114
H -12.5778 7.0185 -30.4591 0.035 0.665 0.198 0.109
H -13.7281 6.1043 -31.3251 -0.121 -0.010 -0.210 0.120
H -13.5129 6.3577 -28.5952 0.301 0.045 0.342 0.019
H -13.8286 9.4451 -30.1216 0.094 1.107 0.626 0.077
C -7.7100 6.8984 -28.7250 1.080 0.463 -2.150 -0.188
C -7.9598 7.2268 -30.2472 -0.044 -2.271 -0.207 -0.217
O -6.8286 7.8095 -30.8828 -0.167 1.135 0.787 -0.058
O -7.4179 8.1628 -28.1860 -0.581 1.266 1.452 -0.095
H -6.7701 6.3576 -28.6147 -0.216 -0.730 -0.214 0.123
H -8.5090 6.3835 -28.1915 -0.105 0.265 -0.197 0.101
H -8.8446 7.8585 -30.3261 0.269 0.491 -0.035 0.116
H -8.1574 6.3658 -30.8858 -0.589 -0.498 0.648 0.120
H -6.2714 7.1262 -31.2624 -0.063 -0.099 0.120 0.099
H -7.1030 8.7123 -28.9075 0.406 0.148 -0.087 0.088
C -13.8050 4.7658 -24.2630 -1.113 -2.858 3.162 -0.322
C -12.5615 4.3534 -23.5645 0.115 -2.493 0.439 -0.217
O -11.6329 3.7835 -24.5191 -0.112 0.899 1.251 -0.059
O -13.5377 5.8394 -24.9781 0.292 3.672 -2.973 -0.042
H -14.5951 4.9621 -23.5382 -0.115 0.155 0.357 0.129
H -14.1893 3.9325 -24.8512 0.177 -0.115 -0.231 0.142
H -12.8232 3.5365 -22.8920 0.102 -0.276 0.007 0.123
H -12.1753 5.0982 -22.8686 0.455 0.575 -0.463 0.114
H -11.5810 4.4306 -25.2263 -0.028 -0.086 -0.496 0.032
H -13.5678 5.5066 -25.8780 0.289 0.549 -0.801 0.074
C -14.3874 10.0090 -26.7145 1.965 1.115 -0.121 -0.133
C -13.2843 10.4401 -25.6894 -3.931 1.195 1.890 -0.225
O -11.9829 10.4329 -26.0889 1.989 -0.161 -1.831 -0.060
O -13.8613 8.8495 -27.3352 0.903 -0.352 1.456 -0.092
H -14.4556 10.7806 -27.4814 -0.345 0.152 0.039 0.130
H -15.3419 9.8879 -26.2023 0.127 -0.279 -0.030 0.142
H -13.3916 9.8625 -24.7713 -0.044 -0.341 -0.017 0.130
H -13.4165 11.4826 -25.4001 -1.102 0.005 0.067 0.142
H -11.5472 11.0959 -25.5483 0.807 -0.264 -0.282 0.151
H -14.2719 8.6421 -28.1778 -0.617 0.062 -1.045 0.060
C -10.6681 3.3962 -28.2806 1.153 2.039 -0.742 -0.165
C -12.1680 3.4089 -28.1032 -0.049 0.002 1.429 -0.153
O -12.6291 4.4536 -27.1765 0.592 -1.668 -0.751 -0.122
O -10.1693 4.5649 -29.0374 -0.848 -0.234 -0.252 -0.103
H -10.2510 2.5530 -28.8311 -0.385 -0.214 0.372 0.130
H -10.1256 3.6332 -27.3653 -0.414 -1.362 0.704 0.124
H -12.3404 2.4768 -27.5653 -0.628 -0.133 -0.304 0.129
H -12.7301 3.5119 -29.0314 0.136 -0.265 -0.048 0.125
H -12.1879 5.2600 -27.4534 -0.085 0.853 0.100 -0.021
H -10.5533 5.2615 -28.4998 0.385 0.235 -0.197 0.002
C -10.3709 7.4066 -24.5484 0.429 0.457 -0.009 -0.173
C -9.2722 8.3512 -25.0752 -0.383 -0.211 1.358 -0.176
O -9.4716 8.6336 -26.4593 -0.965 -0.321 0.684 -0.084
O -11.6225 7.9204 -24.9549 -0.292 1.003 -0.527 -0.108
H -10.4239 7.3791 -23.4601 0.711 0.030 0.089 0.138
H -10.2328 6.3852 -24.9031 0.053 -0.006 -0.247 0.125
H -8.3268 7.9064 -24.7645 0.307 -0.361 -0.943 0.137
H -9.2307 9.2849 -24.5143 -0.586 0.258 0.047 0.121
H -8.6428 8.8486 -26.8933 0.675 -0.229 -0.684 0.072
H -12.3238 7.3615 -24.6120 -0.636 -0.733 -0.208 0.081
```
Positions in Å, forces in eV/Å.

The lowest unoccupied orbital energy comes out at -3.35 eV. Its charge is +1. The value obtained for the HOMO-LUMO gap is 8.7450 eV. For the HOMO energy, the calculation gives -12.10 eV. The calculation puts the relative energy (zero: lowest compared OMol25 entry of this formula, charge and spin) at 47.4 kcal/mol.